(1)
C37H47N4O3SSiW | ωB97M-V with the def2-TZVPD basis set

Last column: Löwdin charge in e.
Positions of all 94 atoms, in Å:
W: 0.316 -0.015 -0.567  1.74
O: 1.215 3.370 1.682  0.17
C: 1.136 2.250 1.243  -0.43
N: 0.178 1.752 0.371  -0.04
C: -0.863 2.644 -0.017  -0.20
C: -1.232 3.840 0.586  0.03
C: -2.273 4.584 0.048  -0.01
C: -2.962 4.134 -1.064  -0.01
C: -2.619 2.934 -1.668  0.02
C: -1.563 2.188 -1.157  -0.21
N: -1.069 0.941 -1.636  -0.05
C: -1.425 0.590 -2.938  -0.42
O: -1.999 1.282 -3.738  0.19
C: -0.922 -0.771 -3.315  -0.19
C: -1.280 -1.316 -4.541  0.07
C: -0.697 -2.508 -4.942  0.04
C: 0.254 -3.076 -4.103  0.02
C: 0.542 -2.477 -2.887  -0.10
N: -0.055 -1.346 -2.456  -0.02
C: 2.209 1.243 1.529  -0.20
C: 3.206 1.532 2.451  0.05
C: 4.261 0.644 2.592  0.03
C: 4.298 -0.460 1.746  0.02
C: 3.252 -0.690 0.870  -0.10
N: 2.176 0.119 0.780  -0.02
H: -0.722 4.204 1.461  0.12
H: -2.540 5.521 0.508  0.13
H: -3.776 4.713 -1.470  0.13
H: -3.173 2.605 -2.532  0.12
H: -1.992 -0.784 -5.154  0.15
H: -0.958 -2.968 -5.883  0.14
H: 0.768 -3.983 -4.383  0.14
H: 1.281 -2.934 -2.242  0.12
H: 3.129 2.442 3.026  0.15
H: 5.041 0.814 3.319  0.14
H: 5.129 -1.147 1.769  0.14
H: 3.279 -1.554 0.215  0.13
C: 3.537 0.831 -3.795  -0.17
S: 2.206 1.230 -2.641  1.07
O: 2.081 -0.089 -1.795  -0.65
C: 3.058 2.346 -1.520  -0.40
C: 2.440 3.567 -1.268  -0.08
C: 3.082 4.501 -0.470  -0.03
C: 4.325 4.211 0.071  -0.01
C: 4.925 2.983 -0.168  -0.04
C: 4.298 2.042 -0.969  -0.08
H: 4.378 0.400 -3.264  0.07
H: 3.837 1.751 -4.289  0.09
H: 3.159 0.133 -4.536  0.07
H: 1.478 3.792 -1.708  0.12
H: 2.618 5.453 -0.277  0.13
H: 4.837 4.947 0.672  0.13
H: 5.895 2.766 0.250  0.13
H: 4.772 1.090 -1.154  0.12
C: -2.112 -1.491 3.878  -0.06
C: -1.150 -0.717 2.981  -0.57
C: 0.281 -1.032 3.431  -0.09
C: -1.365 0.783 3.192  -0.08
Si: -1.381 -1.221 0.995  0.93
C: -0.610 -3.079 0.720  -0.60
C: 0.889 -2.843 0.447  -0.11
C: -1.217 -3.797 -0.492  -0.09
C: -0.718 -4.081 1.872  -0.07
C: -3.355 -1.152 0.485  -0.58
C: -3.953 0.187 0.923  -0.08
C: -3.537 -1.254 -1.034  -0.09
C: -4.117 -2.305 1.136  -0.06
H: -1.843 -1.309 4.920  0.11
H: -2.058 -2.564 3.723  0.07
H: -3.139 -1.163 3.759  0.08
H: 0.398 -0.695 4.460  0.11
H: 1.019 -0.506 2.825  0.05
H: 0.499 -2.094 3.425  0.07
H: -1.308 0.997 4.259  0.11
H: -2.334 1.131 2.851  0.07
H: -0.590 1.375 2.706  0.05
H: 1.052 -1.971 -0.272  -0.01
H: 1.335 -3.740 0.015  0.12
H: 1.414 -2.639 1.379  0.08
H: -1.247 -3.181 -1.387  0.04
H: -2.229 -4.120 -0.273  0.08
H: -0.644 -4.697 -0.715  0.10
H: -0.292 -3.719 2.800  0.06
H: -0.187 -4.995 1.611  0.11
H: -1.754 -4.347 2.052  0.09
H: -3.339 1.030 0.604  0.06
H: -4.100 0.232 1.997  0.08
H: -4.935 0.306 0.465  0.11
H: -3.182 -0.360 -1.544  0.05
H: -4.602 -1.341 -1.247  0.11
H: -3.061 -2.129 -1.461  0.06
H: -3.957 -2.368 2.205  0.07
H: -3.864 -3.260 0.689  0.08
H: -5.184 -2.147 0.981  0.11

For the HOMO-LUMO gap, the calculation gives 5.4 eV. The energy comes out at -71747.70884 eV. Its HOMO energy is -16.791 eV. The energy above the lowest of the compared OMol25 structures with the same formula, charge and spin is 1.026 eV. The total charge is +3.

(2)
C37H48BrGeMoN2O | ωB97M-V with the def2-TZVPD basis set

Last column: Mulliken spin population.
Positions of all 91 atoms, in Å:
Mo: 0.464 -0.370 -0.950  2.62
C: 5.538 0.085 4.879  0.00
C: 5.531 -1.115 3.920  0.00
C: 5.567 -2.418 4.731  0.00
C: 6.786 -1.054 3.050  0.00
C: 4.254 -1.068 3.078  0.00
C: 4.268 -0.894 1.701  0.00
C: 3.052 -0.856 1.059  0.03
Br: 3.038 -0.625 -0.858  -0.01
C: 1.804 -0.967 1.652  0.03
O: 0.682 -0.933 0.894  0.08
C: 1.776 -1.140 3.038  0.01
C: 3.007 -1.180 3.692  -0.01
C: 0.497 -1.262 3.893  0.00
C: -0.819 -1.275 3.100  -0.01
C: 0.554 -2.573 4.691  0.00
C: 0.437 -0.068 4.858  0.00
H: 6.453 0.083 5.478  0.00
H: 4.688 0.054 5.565  0.00
H: 5.493 1.026 4.325  0.00
H: 6.482 -2.460 5.327  0.00
H: 5.549 -3.289 4.071  0.00
H: 4.720 -2.495 5.418  0.00
H: 7.670 -1.127 3.688  0.00
H: 6.855 -0.110 2.501  0.00
H: 6.825 -1.881 2.335  0.00
H: 5.189 -0.798 1.141  0.00
H: 2.989 -1.306 4.768  0.00
H: -0.848 -2.091 2.375  0.00
H: -0.985 -0.330 2.580  0.00
H: -1.639 -1.419 3.809  0.00
H: 0.591 -3.436 4.021  0.00
H: -0.339 -2.662 5.314  0.00
H: 1.421 -2.620 5.350  0.00
H: 0.459 0.878 4.310  0.00
H: 1.275 -0.070 5.558  0.00
H: -0.487 -0.105 5.442  0.00
C: 0.083 1.504 -0.994  -0.39
Ge: -1.008 2.280 -2.434  0.01
C: -0.864 4.194 -2.571  0.01
C: 0.386 4.786 -2.776  0.00
C: 0.502 6.168 -2.843  0.00
C: -0.628 6.967 -2.702  0.00
C: -1.873 6.389 -2.496  0.00
C: -1.993 5.005 -2.427  0.00
C: -2.859 1.755 -2.156  0.00
C: -3.667 1.400 -3.237  -0.01
C: -4.997 1.044 -3.039  0.00
C: -5.530 1.029 -1.756  0.00
C: -4.736 1.373 -0.667  -0.01
C: -3.409 1.740 -0.868  -0.01
C: -0.339 1.361 -4.023  0.02
C: 0.264 0.120 -3.875  -0.31
C: 0.793 -0.613 -4.923  0.00
C: 0.719 -0.069 -6.198  -0.01
C: 0.128 1.173 -6.391  0.01
C: -0.397 1.884 -5.313  0.00
H: 0.352 2.176 -0.171  0.02
H: 1.271 4.169 -2.894  0.00
H: 1.471 6.624 -3.007  0.00
H: -0.535 8.046 -2.753  0.00
H: -2.752 7.015 -2.390  0.00
H: -2.969 4.556 -2.271  0.00
H: -3.256 1.389 -4.242  0.00
H: -5.617 0.774 -3.886  0.00
H: -6.566 0.750 -1.603  0.00
H: -5.153 1.366 0.334  0.00
H: -2.796 2.016 -0.013  0.01
H: 0.337 -0.316 -2.887  -0.10
H: 1.256 -1.578 -4.760  0.01
H: 1.131 -0.615 -7.038  0.00
H: 0.083 1.596 -7.387  0.00
H: -0.845 2.858 -5.478  0.00
C: -2.915 -4.420 -1.360  0.00
C: -3.064 -2.943 -1.034  0.01
C: -3.608 -2.761 0.377  0.00
C: -3.972 -2.251 -2.050  0.00
N: -1.673 -2.396 -1.085  -0.02
N: -1.590 -1.020 -0.667  0.01
H: -3.899 -4.889 -1.436  0.00
H: -2.337 -4.929 -0.585  0.00
H: -2.402 -4.560 -2.318  0.00
H: -4.540 -3.319 0.479  0.00
H: -3.834 -1.714 0.602  0.00
H: -2.900 -3.145 1.117  0.00
H: -4.988 -2.651 -1.996  0.00
H: -3.603 -2.411 -3.068  0.00
H: -4.043 -1.171 -1.871  0.00
H: -1.368 -2.409 -2.049  0.00
H: -1.718 -1.010 0.340  -0.01
H: -2.327 -0.445 -1.071  0.00

For the HOMO-LUMO gap (alpha / beta), the calculation gives 7.8 / 7.8 eV. The spin multiplicity is 3. The energy comes out at -172582.85972 eV. Its HOMO energy (alpha / beta) is -10.557 / -10.971 eV. The energy above the lowest of the compared OMol25 structures with the same formula, charge and spin is 0.000 eV. The total charge is +1. The expectation value of S² is 2.129.

(3)
C37H48N4OPd | ωB97M-V with the def2-TZVPD basis set

Last column: Löwdin charge in e.
Positions of all 91 atoms, in Å:
Pd: -0.008 -0.002 -0.046  1.05
C: -5.666 -2.152 -1.573  -0.06
C: -5.421 -1.618 -0.154  -0.17
C: -4.270 -0.686 -0.122  -0.10
C: -4.268 0.687 -0.108  -0.09
C: -5.425 1.612 -0.126  -0.17
C: -5.680 2.162 -1.538  -0.06
C: -2.874 1.098 -0.099  -0.17
C: -2.450 2.407 -0.094  0.10
C: -1.106 2.833 -0.072  -0.13
C: -0.706 4.197 -0.028  -0.10
C: -1.592 5.381 0.031  -0.18
C: -2.025 5.671 1.479  -0.06
C: 0.701 4.192 0.001  -0.09
C: 1.093 2.827 -0.067  -0.16
C: 2.432 2.396 -0.149  0.11
C: 2.856 1.086 -0.209  -0.14
N: 2.040 -0.010 -0.167  0.03
C: 2.858 -1.110 -0.205  -0.17
C: 2.427 -2.415 -0.124  0.10
C: 1.083 -2.835 -0.056  -0.14
N: -0.012 -2.012 -0.107  0.00
C: -1.108 -2.836 -0.117  -0.16
C: -2.450 -2.407 -0.151  0.11
C: -2.876 -1.098 -0.125  -0.14
N: -2.057 -0.001 -0.095  0.03
C: -0.714 -4.203 -0.058  -0.09
C: 0.687 -4.199 0.015  -0.10
C: 1.589 -5.371 0.092  -0.18
C: 2.098 -5.761 -1.307  -0.06
C: -1.607 -5.383 -0.033  -0.17
C: -2.129 -5.657 1.388  -0.06
C: 4.247 -0.698 -0.310  -0.09
C: 4.246 0.673 -0.292  -0.10
C: 5.409 1.587 -0.394  -0.17
C: 5.591 2.079 -1.840  -0.06
C: 5.410 -1.618 -0.387  -0.17
C: 5.849 -2.081 1.010  -0.06
N: -0.008 2.008 -0.081  0.01
C: 1.588 5.376 0.049  -0.17
C: 1.964 5.852 -1.366  -0.06
H: -6.486 -2.862 -1.557  0.09
H: -4.782 -2.649 -1.965  0.07
H: -5.929 -1.342 -2.246  0.08
H: -5.233 -2.460 0.516  0.12
H: -6.323 -1.111 0.189  0.12
H: -5.248 2.449 0.555  0.12
H: -6.318 1.084 0.211  0.12
H: -4.830 2.733 -1.902  0.07
H: -6.553 2.808 -1.519  0.09
H: -5.870 1.350 -2.235  0.08
H: -3.202 3.178 -0.109  0.11
H: -2.480 5.226 -0.583  0.12
H: -1.063 6.252 -0.357  0.12
H: -2.570 4.827 1.896  0.07
H: -2.668 6.546 1.495  0.08
H: -1.160 5.866 2.106  0.08
H: 3.182 3.169 -0.176  0.12
H: 3.169 -3.196 -0.129  0.11
H: -3.199 -3.180 -0.184  0.11
H: 1.055 -6.219 0.521  0.12
H: 2.444 -5.149 0.733  0.12
H: 1.267 -6.016 -1.959  0.08
H: 2.748 -6.627 -1.224  0.09
H: 2.653 -4.945 -1.762  0.07
H: -1.062 -6.262 -0.378  0.12
H: -2.457 -5.231 -0.701  0.12
H: -1.305 -5.859 2.067  0.08
H: -2.783 -6.524 1.370  0.09
H: -2.686 -4.803 1.768  0.07
H: 6.312 1.062 -0.082  0.12
H: 5.274 2.449 0.263  0.12
H: 5.731 1.237 -2.513  0.08
H: 6.469 2.716 -1.897  0.09
H: 4.725 2.645 -2.174  0.07
H: 6.247 -1.113 -0.869  0.12
H: 5.154 -2.489 -0.991  0.12
H: 6.180 -1.236 1.607  0.08
H: 6.673 -2.781 0.918  0.09
H: 5.031 -2.571 1.532  0.07
H: 2.502 5.150 0.601  0.12
H: 1.075 6.191 0.560  0.12
H: 2.490 5.075 -1.914  0.07
H: 2.608 6.723 -1.291  0.09
H: 1.077 6.129 -1.929  0.08
C: -0.114 0.195 3.763  -0.13
O: 0.332 -0.362 2.528  -0.20
H: 0.730 0.557 4.356  0.09
H: -0.674 -0.543 4.345  0.09
H: -0.768 1.032 3.525  0.08
H: 0.922 -1.093 2.751  0.08

For the HOMO-LUMO gap (alpha / beta), the calculation gives 4.1 / 4.1 eV. The energy comes out at -50622.55728 eV. Its HOMO energy (alpha / beta) is -13.341 / -13.339 eV. The total charge is +2.

(4)
C37H48N5P2SSiV | ωB97M-V with the def2-TZVPD basis set

Last column: Mulliken spin population.
Positions of all 95 atoms, in Å:
V: -0.064 -0.150 0.672  2.81
C: 3.911 7.079 -0.850  0.00
S: 4.072 5.689 -1.994  0.00
C: 4.870 4.496 -0.886  0.00
C: 3.913 3.749 0.036  0.00
C: 2.853 2.984 -0.743  -0.01
N: 2.010 2.153 0.144  0.03
P: 2.205 0.443 0.189  -0.20
C: 3.963 0.280 0.614  0.01
C: 4.278 0.209 1.973  0.00
C: 5.601 0.200 2.392  0.00
C: 6.620 0.253 1.450  0.00
C: 6.314 0.305 0.095  0.00
C: 4.991 0.313 -0.326  -0.01
C: 2.109 -0.136 -1.545  -0.06
C: 2.702 -1.352 -1.899  0.03
C: 2.547 -1.861 -3.179  0.00
C: 1.786 -1.172 -4.116  0.01
C: 1.178 0.025 -3.769  -0.01
C: 1.333 0.537 -2.487  0.03
P: 0.311 2.440 0.367  0.20
C: 0.087 4.191 -0.046  0.03
C: -0.474 4.494 -1.286  0.00
C: -0.610 5.815 -1.691  0.00
C: -0.197 6.838 -0.849  0.00
C: 0.348 6.540 0.396  0.00
C: 0.491 5.221 0.801  0.00
C: 0.188 2.469 2.201  -0.19
C: -1.094 2.437 2.752  0.07
C: -1.271 2.504 4.129  0.01
C: -0.166 2.600 4.966  0.01
C: 1.114 2.641 4.421  -0.01
C: 1.290 2.582 3.044  0.07
H: 3.500 7.910 -1.421  0.00
H: 4.889 7.363 -0.463  0.00
H: 3.232 6.842 -0.031  0.00
H: 5.617 5.038 -0.308  0.00
H: 5.393 3.793 -1.538  0.00
H: 3.421 4.451 0.717  0.00
H: 4.487 3.044 0.645  0.00
H: 3.327 2.352 -1.497  0.00
H: 2.231 3.698 -1.277  0.00
H: 3.476 0.162 2.704  0.00
H: 5.837 0.148 3.448  0.00
H: 7.655 0.250 1.771  0.00
H: 7.111 0.338 -0.639  0.00
H: 4.765 0.342 -1.385  0.00
H: 3.294 -1.899 -1.172  0.00
H: 3.024 -2.796 -3.448  0.00
H: 1.672 -1.566 -5.118  0.00
H: 0.588 0.565 -4.499  0.00
H: 0.861 1.477 -2.231  -0.02
H: -0.805 3.693 -1.940  0.00
H: -1.034 6.043 -2.660  0.00
H: -0.302 7.871 -1.159  0.00
H: 0.663 7.339 1.057  0.00
H: 0.909 5.003 1.777  0.00
H: -1.961 2.379 2.103  -0.04
H: -2.271 2.484 4.547  0.00
H: -0.301 2.658 6.039  0.00
H: 1.976 2.740 5.071  0.00
H: 2.286 2.630 2.614  0.00
C: -3.271 1.295 -0.840  0.02
C: -3.110 -0.146 -0.464  0.04
C: -4.159 -1.021 -0.525  0.01
C: -3.934 -2.377 -0.227  0.00
C: -2.685 -2.836 0.084  -0.02
C: -1.617 -1.906 0.131  -0.04
N: -1.870 -0.573 -0.102  0.10
N: -0.313 -2.129 0.415  0.01
Si: 0.422 -3.679 0.688  0.02
C: -0.533 -4.720 1.913  0.00
C: 0.576 -4.588 -0.922  0.00
C: 2.122 -3.328 1.406  0.02
H: -4.312 1.607 -0.768  0.00
H: -2.939 1.444 -1.871  0.00
H: -2.658 1.937 -0.211  0.00
H: -5.142 -0.670 -0.809  0.00
H: -4.769 -3.070 -0.247  0.00
H: -2.500 -3.881 0.296  0.00
H: -1.099 -5.508 1.403  0.00
H: -1.244 -4.118 2.489  0.00
H: 0.146 -5.215 2.616  0.00
H: -0.418 -4.775 -1.346  0.00
H: 1.072 -5.557 -0.790  0.00
H: 1.144 -4.000 -1.648  0.00
H: 2.135 -3.401 2.500  0.00
H: 2.495 -2.341 1.122  0.01
H: 2.839 -4.070 1.036  0.00
N: -1.141 -1.003 3.284  0.02
N: 0.174 -0.690 2.779  -0.02
H: -1.078 -1.467 4.182  0.00
H: -1.629 -0.129 3.415  0.02
H: 0.662 -1.572 2.673  0.00
H: 0.696 -0.119 3.433  0.01

For the HOMO-LUMO gap (alpha / beta), the calculation gives 7.4 / 7.8 eV. The spin multiplicity is 4. The energy comes out at -109574.89208 eV. Its HOMO energy (alpha / beta) is -9.560 / -10.066 eV. The energy above the lowest of the compared OMol25 structures with the same formula, charge and spin is 1.042 eV. The total charge is +1. The expectation value of S² is 3.761.